The following is a DFT calculation (ωB97M-V/def2-TZVPD) of a 5-piece molecular cluster, C10H15N5 overall at a distorted geometry.

Structure (XYZ):
```
30
Properties=species:S:1:pos:R:3:forces:R:3:nbo_charge:R:1
C -4.257 2.145 -1.173 0.56 -1.15 -0.79 -0.7247
C -2.812 2.142 -1.223 2.24 1.25 0.19 0.3249
N -1.651 2.152 -1.307 -2.45 1.74 -0.27 -0.3495
H -4.560 2.815 -1.977 -0.61 0.35 0.63 0.2697
H -4.654 2.216 -0.161 -0.07 0.56 -0.33 0.2702
H -4.472 1.144 -1.548 -0.59 -0.18 0.07 0.2515
C 1.787 -1.788 0.682 1.44 0.45 0.07 -0.7296
C 2.809 -0.740 0.340 1.26 1.97 -0.05 0.2813
N 3.588 0.117 0.127 -2.20 -2.67 0.51 -0.3195
H 2.045 -2.230 1.644 0.37 -0.17 -0.09 0.2590
H 1.878 -2.544 -0.098 -0.52 -0.08 0.18 0.2354
H 0.807 -1.354 0.879 0.40 -0.36 -0.67 0.2628
C -1.094 -0.220 -0.525 1.00 -1.10 1.05 -0.7792
C -0.336 0.299 0.629 -0.64 1.68 1.80 0.4241
N 0.246 0.697 1.573 -6.51 -2.67 -8.46 -0.4604
H -1.858 -0.948 -0.255 0.17 -0.03 0.30 0.2340
H -0.232 -0.626 -1.055 -1.40 -0.52 0.87 0.2624
H -1.475 0.537 -1.210 0.51 -0.91 0.76 0.2944
C 1.807 1.068 2.859 2.77 0.69 2.78 -0.7338
C 2.302 1.292 4.148 1.21 0.11 2.46 0.2986
N 2.651 1.394 5.237 0.13 0.21 0.51 -0.4022
H 2.384 1.752 2.237 -0.74 -0.10 -0.73 0.2585
H 0.720 1.157 2.851 2.10 1.03 1.96 0.3193
H 2.090 0.035 2.655 -0.29 0.10 -0.38 0.2210
C 0.225 -2.241 -2.620 -0.05 0.51 -0.92 -0.7182
C 0.659 -0.862 -2.456 3.21 3.52 0.27 0.2501
N 1.057 0.215 -2.167 -0.80 -3.51 -1.95 -0.2774
H 0.339 -2.485 -3.677 -0.23 -0.17 -0.01 0.2650
H -0.831 -2.197 -2.351 0.02 -0.76 0.04 0.2539
H 0.839 -2.943 -2.056 -0.30 0.18 0.21 0.2582
```
Positions in Å, forces in eV/Å.

E_tot: -18056.5800 eV
Kohn-Sham gap: 9.250 eV
ΔE to the lowest compared entry with this formula, charge and spin: 631.73 kJ/mol
SMILES: CC#N.CC#N.CC#N.CC#N.CC#N
LUMO energy: 0.0 eV


The following is a DFT calculation (ωB97M-V/def2-TZVPD) of a 5-piece molecular cluster, C10H15N5 overall.

Structure (XYZ):
```
30
Properties=species:S:1:pos:R:3:forces:R:3:nbo_charge:R:1
C -3.357 -22.311 2.538 -0.17 0.21 0.25 -0.7232
C -2.539 -22.843 1.460 -0.22 -0.02 0.16 0.2847
N -1.882 -23.267 0.624 0.17 -0.10 -0.23 -0.3226
H -4.059 -23.048 2.924 0.14 -0.18 -0.09 0.2495
H -3.947 -21.463 2.194 0.13 0.05 -0.08 0.2519
H -2.706 -21.980 3.347 -0.04 0.06 -0.01 0.2591
C -4.103 -17.751 4.923 0.21 0.12 0.58 -0.7193
C -2.984 -17.259 5.732 -0.35 -0.18 -0.31 0.3087
N -2.092 -16.920 6.365 0.24 0.11 0.25 -0.3614
H -4.838 -16.960 4.799 0.05 0.02 -0.24 0.2615
H -4.581 -18.556 5.483 -0.01 -0.09 -0.17 0.2429
H -3.710 -18.122 3.981 -0.15 0.01 -0.12 0.2690
C -0.743 -19.923 6.645 0.18 0.15 0.53 -0.7369
C -1.010 -19.817 5.224 -0.30 -0.07 -0.32 0.3307
N -1.246 -19.712 4.103 0.02 -0.07 0.25 -0.3853
H -1.579 -20.332 7.212 -0.15 -0.06 -0.31 0.2481
H -0.565 -18.923 7.041 0.13 -0.03 -0.06 0.2845
H 0.115 -20.565 6.835 0.10 0.07 -0.10 0.2598
C -4.816 -20.253 8.544 0.37 -0.17 -0.54 -0.7235
C -6.105 -19.909 9.110 -0.40 0.38 0.32 0.2768
N -7.132 -19.634 9.548 0.32 -0.12 -0.15 -0.3090
H -4.879 -20.218 7.454 -0.11 -0.18 0.04 0.2424
H -4.537 -21.259 8.851 0.03 -0.01 -0.03 0.2562
H -4.013 -19.565 8.806 -0.21 0.11 0.35 0.2568
C 0.045 -18.038 1.214 -0.31 0.76 -0.09 -0.7228
C -0.531 -17.544 -0.040 0.22 -0.32 0.48 0.2885
N -0.972 -17.154 -1.019 -0.21 0.17 -0.39 -0.3403
H -0.674 -18.655 1.747 0.16 -0.30 -0.09 0.2699
H 0.229 -17.167 1.849 0.16 -0.11 -0.02 0.2497
H 0.984 -18.539 1.006 -0.03 -0.22 0.14 0.2538
```
Positions in Å, forces in eV/Å.

E_tot: -18062.0608 eV
Kohn-Sham gap: 11.370 eV
ΔE to the lowest compared entry with this formula, charge and spin: 102.92 kJ/mol
SMILES: CC#N.CC#N.CC#N.CC#N.CC#N
LUMO energy: -0.2 eV


The following is a DFT calculation (ωB97M-V/def2-TZVPD) of the molecule C10H15N5 at a distorted geometry.

Structure (XYZ):
```
30
Properties=species:S:1:pos:R:3:forces:R:3:lowdin_spin:R:1
C 2.953 2.978 0.259 1.75 -0.80 -1.82 0.0020
C 2.696 1.649 -0.018 1.30 0.27 -0.22 0.0139
C 1.331 2.467 1.414 -1.58 -0.50 1.38 0.0084
C 1.109 -1.096 1.146 0.94 -0.90 0.61 0.0831
C 0.084 -1.952 0.654 2.46 -0.08 1.98 0.4635
C 0.957 0.147 0.639 -2.05 -0.75 0.05 0.2019
C -0.256 -3.314 1.006 0.56 -1.77 0.44 0.0864
C -2.114 1.604 -0.213 -1.59 3.83 -0.13 0.0253
C -1.797 0.232 -2.110 1.30 0.96 0.29 0.0069
C -1.078 0.935 -1.004 0.48 -0.44 0.54 0.0371
N 2.132 3.447 1.150 -2.93 0.94 2.29 0.0026
N -0.765 -1.273 -0.136 -2.71 1.36 -2.46 0.4417
N 1.610 1.340 0.755 1.35 0.21 -0.93 0.0341
N -0.322 -0.006 -0.193 0.53 -0.53 0.14 0.4890
N 2.118 -1.615 1.947 -0.19 -1.35 0.52 0.0229
H 3.531 3.796 -0.072 1.70 -0.33 -1.18 0.0006
H 3.266 0.790 -0.312 0.24 0.23 -1.00 0.0010
H 0.546 2.350 2.101 -1.01 0.76 0.96 0.0016
H 0.155 -3.733 2.013 -1.25 1.06 -1.39 0.0118
H -1.340 -3.353 0.781 0.29 -0.43 0.94 0.0127
H 0.166 -4.068 0.300 -0.08 0.50 -0.02 0.0385
H -1.725 2.288 0.551 0.02 -0.64 0.40 0.0004
H -2.853 0.922 0.134 -0.60 -0.47 0.59 0.0019
H -2.646 2.400 -0.894 0.76 -1.66 0.97 0.0022
H -2.104 -0.696 -1.807 -1.41 -2.01 1.07 0.0002
H -1.158 0.003 -2.874 1.91 -0.42 -2.28 0.0004
H -2.542 0.845 -2.492 -1.54 0.94 -0.59 0.0003
H -0.414 1.716 -1.296 0.88 0.34 -0.72 0.0058
H 1.902 -2.601 2.227 0.42 1.49 -0.33 0.0011
H 2.379 -1.076 2.759 0.04 0.19 -0.08 0.0027
```
Positions in Å, forces in eV/Å.

E_tot: -18057.4730 eV
Kohn-Sham gap (alpha / beta): 5.468 / 6.461 eV
expectation value of S²: 2.016
multiplicity: 3
LUMO energy (alpha / beta): 0.7 / -1.9 eV


The following is a DFT calculation (ωB97M-V/def2-TZVPD) of the molecule C10H15N5O2 at a distorted geometry.

Structure (XYZ):
```
32
Properties=species:S:1:pos:R:3:forces:R:3:nbo_charge:R:1
N -2.529 -1.348 3.443 -0.12 -0.18 0.18 -0.7730
C -1.897 -0.355 2.797 0.23 0.42 -0.33 0.5918
N -1.251 -0.655 1.685 0.00 -0.14 0.03 -0.5821
C -0.598 0.306 1.013 -0.07 0.29 0.33 0.4894
N -0.187 0.007 -0.227 0.07 -0.05 0.11 -0.3810
C -0.324 -1.354 -0.706 0.08 -0.66 -0.04 -0.2332
H -0.890 -1.903 0.047 0.06 0.06 -0.33 0.2572
C 1.031 -2.030 -0.929 -0.01 0.23 0.01 -0.4036
H 1.448 -2.327 0.035 -0.03 -0.09 0.04 0.2088
H 0.859 -2.936 -1.513 0.00 -0.07 0.01 0.2035
C 2.042 -1.134 -1.641 -0.10 -0.22 -0.18 -0.4039
H 2.894 -1.746 -1.944 0.06 0.06 0.07 0.2150
H 2.420 -0.388 -0.942 0.07 0.02 0.04 0.2056
C 1.483 -0.440 -2.882 0.11 0.00 0.11 -0.4069
C 0.354 0.573 -2.604 -0.14 -0.05 0.10 -0.4128
H -0.610 0.180 -2.929 0.00 0.06 -0.06 0.2008
C 0.264 1.031 -1.153 0.32 0.60 -0.40 -0.2284
H -0.440 1.873 -1.095 0.12 -0.05 0.03 0.2045
H 1.247 1.412 -0.847 -0.35 -0.11 -0.17 0.2340
H 0.534 1.472 -3.197 -0.08 0.00 0.05 0.2246
H 2.311 0.080 -3.366 -0.02 -0.03 -0.09 0.2117
H 1.124 -1.196 -3.582 0.04 -0.01 -0.08 0.2024
H -0.901 -1.355 -1.632 -0.02 0.01 0.06 0.1931
C -0.490 1.591 1.634 -0.91 -0.80 0.40 -0.1788
C -1.290 1.805 2.763 0.31 0.02 -0.31 0.1487
N -2.010 0.876 3.334 -0.33 -0.08 0.45 -0.5341
H -1.287 2.782 3.229 0.03 0.08 -0.06 0.2217
N 0.446 2.598 1.328 0.59 0.42 -0.18 0.5240
O 1.550 2.251 0.923 0.06 0.12 0.22 -0.4138
O 0.135 3.759 1.538 0.03 0.14 -0.02 -0.3993
H -2.433 -2.293 3.120 -0.03 0.03 0.01 0.4047
H -3.007 -1.136 4.299 0.03 -0.04 0.00 0.4095
```
Positions in Å, forces in eV/Å.

E_tot: -22156.8544 eV
Kohn-Sham gap: 8.831 eV
ΔE to the lowest compared entry with this formula, charge and spin: 238.69 kJ/mol
SMILES: Nc1ncc([N+](=O)[O-])c(N2CCCCCC2)n1
LUMO energy: 0.1 eV


The following is a DFT calculation (ωB97M-V/def2-TZVPD) of the molecule C10H15N5O4 at a distorted geometry.

Structure (XYZ):
```
34
Properties=species:S:1:pos:R:3:forces:R:3:nbo_charge:R:1
C -1.688 -1.247 0.490 1.28 1.76 3.15 -0.1342
C -0.147 -0.867 0.678 -3.20 -0.14 -0.25 0.7239
C -1.899 -2.131 -0.652 0.65 -0.67 -3.57 -0.5262
C -1.741 -3.615 -0.327 0.26 0.76 1.04 0.6795
C 1.387 0.878 0.743 2.20 1.03 -1.72 -0.1679
C 2.319 0.664 1.910 0.75 0.84 1.28 0.7899
C 1.355 2.349 0.322 1.42 1.29 0.13 -0.4305
C 0.688 2.616 -1.000 -0.89 0.33 -0.23 0.0776
C 1.087 3.306 -2.110 1.17 -0.41 -0.11 -0.0911
C -0.905 2.499 -2.462 -0.95 0.31 -0.45 0.1827
H -2.469 0.542 -0.330 0.16 -0.72 0.90 0.3845
H -3.368 -0.232 0.839 -1.15 0.04 0.20 0.3712
H -1.975 -1.758 1.450 0.38 0.10 -0.80 0.2246
H -1.188 -1.831 -1.535 -1.14 -0.58 1.49 0.2258
H -2.931 -2.052 -1.065 0.70 0.07 0.48 0.2506
H -0.498 -4.975 0.311 0.53 -1.29 0.35 0.3931
H 0.179 -3.359 0.357 0.32 -0.04 -0.06 0.4261
H -0.725 0.996 1.203 1.29 -0.88 -0.56 0.4684
H 1.859 0.239 -0.089 -0.82 1.03 0.74 0.2203
H 0.949 3.013 1.142 0.20 -0.89 -0.79 0.2439
H 2.439 2.667 0.240 -1.16 -0.26 0.08 0.2433
H 2.072 3.747 -2.285 -0.63 -0.06 -0.20 0.2188
H -1.882 2.299 -2.919 0.63 0.13 0.10 0.2007
H 0.186 3.703 -3.921 -0.60 0.18 -1.09 0.4247
H 2.127 -1.155 1.282 0.45 0.42 1.16 0.5120
N -2.448 -0.009 0.556 0.65 0.79 -1.18 -0.8482
N -0.595 -3.999 0.343 -1.82 0.68 -1.11 -0.8438
N 0.116 0.388 1.008 -2.87 -0.15 0.59 -0.6039
N -0.607 2.188 -1.229 -0.16 -0.62 -0.32 -0.4993
N 0.095 3.183 -3.090 1.20 -0.29 2.82 -0.5317
O 0.705 -1.702 0.444 1.71 -0.48 -0.38 -0.7014
O -2.699 -4.335 -0.503 0.10 -0.74 -0.31 -0.6137
O 2.707 1.611 2.601 -0.40 -3.00 -1.11 -0.5756
O 2.608 -0.675 2.039 -0.23 1.45 -0.28 -0.6940
```
Positions in Å, forces in eV/Å.

E_tot: -26254.9938 eV
Kohn-Sham gap: 9.774 eV
ΔE to the lowest compared entry with this formula, charge and spin: 152.03 kJ/mol
SMILES: NC(=O)C[C@H](N)C(=O)N[C@@H](Cc1c[nH]cn1)C(=O)O
LUMO energy: 0.4 eV


The following is a DFT calculation (ωB97M-V/def2-TZVPD) of a 2-piece molecular cluster, C10H15NO overall at a distorted geometry.

Structure (XYZ):
```
27
Properties=species:S:1:pos:R:3:forces:R:3:nbo_charge:R:1
C -0.525 -2.451 2.222 -4.03 -1.48 0.27 -0.6650
C 0.395 -0.879 -1.056 0.93 -0.19 0.29 -0.2123
C 0.150 -1.944 -1.908 0.19 -0.15 -0.31 -0.2145
C 0.089 -0.986 0.306 -1.42 -0.88 -1.34 -0.2347
C -0.576 -2.151 0.751 1.73 0.76 0.11 0.0077
C -0.765 -2.922 -1.545 1.59 -0.08 0.33 -0.2015
C -1.052 -3.064 -0.193 -1.46 0.49 -0.26 -0.2346
H 0.998 -0.082 -1.480 -0.19 0.17 0.37 0.2259
H 0.768 -2.075 -2.800 -0.75 0.49 -0.17 0.2129
H 0.121 -0.152 0.977 0.70 0.23 0.40 0.1970
H -0.979 -3.673 -2.288 -0.52 -0.22 0.12 0.2155
H -0.017 -3.370 2.508 1.24 0.67 -0.01 0.2408
H -1.533 -2.926 2.405 0.22 0.46 -0.02 0.2153
H -1.877 -3.733 0.047 0.63 -0.43 0.48 0.2142
H -0.613 -1.630 2.941 1.04 -0.03 -0.31 0.2284
C 0.135 2.837 0.456 -0.46 1.36 0.90 -0.5081
C -1.073 3.552 -0.215 2.53 -0.51 -1.22 -0.6102
C 1.179 2.315 -0.488 1.47 -1.04 -1.61 0.6748
O 1.241 2.435 -1.705 -1.36 0.92 0.24 -0.6233
N 2.294 1.684 0.041 -1.66 0.24 2.14 -0.8341
H 0.737 3.629 0.973 -0.62 -0.75 0.27 0.2357
H -0.245 2.083 1.155 0.64 0.06 0.09 0.2195
H -0.457 4.086 -0.990 -1.59 0.17 0.27 0.2313
H -1.679 4.198 0.420 0.34 -0.17 -0.01 0.2182
H 2.840 1.327 -0.713 0.47 -0.61 -0.03 0.4027
H 2.092 1.119 0.879 0.78 0.30 -0.78 0.3848
H -1.646 2.772 -0.701 -0.44 0.21 -0.21 0.2135
```
Positions in Å, forces in eV/Å.

E_tot: -14149.7996 eV
Kohn-Sham gap: 9.656 eV
ΔE to the lowest compared entry with this formula, charge and spin: 171.70 kJ/mol
SMILES: Cc1ccccc1.CCC(N)=O
LUMO energy: 0.8 eV


The following is a DFT calculation (ωB97M-V/def2-TZVPD) of C10H15NO as an isolated structure at a distorted geometry.

Structure (XYZ):
```
27
Properties=species:S:1:pos:R:3:forces:R:3:nbo_charge:R:1
N 0.155 0.170 -1.968 2.15 2.32 -3.82 -0.6153
C 1.163 1.130 -1.509 0.41 0.64 0.12 -0.2263
C 0.937 -1.035 -2.258 0.65 -0.95 -0.73 -0.2350
C 1.979 0.300 -0.509 0.39 0.14 0.48 -0.4313
C 1.827 -1.159 -1.014 0.35 -0.56 0.34 -0.4252
H -0.338 0.510 -2.804 0.25 -0.17 0.43 0.3902
H 1.815 1.479 -2.332 -0.33 -0.19 0.16 0.1879
H 0.687 2.021 -1.056 0.47 -0.39 -0.46 0.2052
H 0.277 -1.910 -2.415 0.30 0.53 0.17 0.2299
H 1.565 -0.920 -3.162 -0.27 0.11 0.28 0.1832
H 3.035 0.630 -0.470 -0.57 -0.15 -0.06 0.2180
H 1.556 0.404 0.508 0.27 -0.07 -0.56 0.2343
H 1.329 -1.784 -0.248 0.30 0.37 -0.48 0.2388
H 2.800 -1.631 -1.252 -0.51 0.29 0.06 0.2146
O -1.005 -1.107 -0.552 -2.55 -1.90 3.90 -0.7325
C -1.797 0.842 3.042 -0.03 0.22 0.29 -0.2692
C -2.144 -0.496 2.852 -0.06 -0.19 0.02 -0.1904
C -1.173 1.542 2.011 -0.01 0.01 0.02 -0.2096
C -1.872 -1.134 1.644 -0.16 -0.07 0.45 -0.2761
C -0.898 0.911 0.797 -0.01 0.50 0.00 -0.2786
C -1.248 -0.428 0.615 -0.08 -1.09 -1.01 0.3054
H -0.563 -0.490 -1.185 -0.55 0.86 0.31 0.4423
H -2.013 1.341 3.997 0.10 -0.25 -0.47 0.2104
H -2.635 -1.057 3.658 0.23 0.28 -0.36 0.2100
H -0.895 2.595 2.146 -0.14 -0.48 -0.04 0.2071
H -2.139 -2.186 1.480 0.14 0.54 0.05 0.2211
H -0.406 1.463 -0.015 -0.74 -0.36 0.91 0.1907
```
Positions in Å, forces in eV/Å.

E_tot: -14149.7506 eV
Kohn-Sham gap: 8.553 eV
ΔE to the lowest compared entry with this formula, charge and spin: 176.42 kJ/mol
LUMO energy: 0.7 eV


The following is a DFT calculation (ωB97M-V/def2-TZVPD) of the molecule C10H15NO at a distorted geometry.

Structure (XYZ):
```
27
Properties=species:S:1:pos:R:3:forces:R:3:nbo_charge:R:1
C 0.290 1.237 -0.322 0.04 2.70 -0.23 -0.2695
C 1.429 0.276 -0.308 0.40 -3.24 -0.32 -0.0474
C -0.634 -1.443 -0.162 2.07 2.94 -0.09 0.7046
C 3.092 0.348 -0.047 -4.58 -1.30 -1.04 -0.3765
C 0.824 -1.161 0.216 2.05 2.06 0.65 -0.3049
C -1.079 1.005 -0.418 3.14 -0.47 0.65 0.1962
C 2.485 0.191 -1.419 -0.32 1.57 1.36 -0.4116
C 0.899 -1.151 1.788 1.28 2.19 -0.49 -0.5909
C -2.184 2.040 -0.264 2.39 -0.85 3.90 -0.6376
C -2.848 -0.723 -0.321 -2.02 0.15 0.63 -0.4185
N -1.509 -0.362 -0.495 2.39 0.16 0.32 -0.4685
O -0.955 -2.575 -0.049 -1.75 -2.17 -0.15 -0.5851
H 0.751 2.297 -0.337 -1.63 -1.35 0.11 0.2114
H 3.567 1.230 0.120 1.07 2.50 0.68 0.2049
H 1.459 -2.065 -0.022 -0.81 1.08 -0.48 0.2366
H 3.335 -0.449 0.601 0.53 -0.91 0.16 0.2104
H 2.635 1.130 -1.971 -0.30 -0.54 -0.04 0.2111
H 2.593 -0.678 -1.990 0.11 -1.26 -0.73 0.2120
H 0.404 -1.989 2.117 -0.85 -2.23 0.99 0.2126
H 0.391 -0.306 2.281 0.06 0.05 -0.56 0.2068
H 1.957 -1.114 2.188 -1.13 -0.26 -0.71 0.2083
H -2.705 2.254 -1.100 -1.75 0.61 -2.83 0.2171
H -1.797 2.954 0.217 0.19 -0.24 -0.67 0.2332
H -2.841 1.659 0.534 -0.18 0.02 -0.51 0.2206
H -2.821 -1.735 -0.623 -0.81 -1.29 0.04 0.2418
H -3.159 -0.645 0.756 -0.02 -0.13 -0.85 0.1799
H -3.582 -0.224 -0.968 0.45 0.21 0.21 0.2031
```
Positions in Å, forces in eV/Å.

E_tot: -14148.1844 eV
Kohn-Sham gap: 8.680 eV
ΔE to the lowest compared entry with this formula, charge and spin: 327.54 kJ/mol
SMILES: CC1=CC2(CC2)[C@@H](C)C(=O)N1C
LUMO energy: 0.9 eV


Q: Among the records above, which one has the highest E_tot?
A: number 8


Q: E_tot of number 5 (C10H15N5O4)?
A: -26254.9938 eV


Q: Which formula does entry 3 have?
A: C10H15N5